A) ORCA calculation (wB97M-V/def2-TZVPD) on a cluster of 2 separate species, C4H10N2O2 in total.

```
18
Properties=species:S:1:pos:R:3
C 1.90373 0.50755 0.79849
N 0.67805 -0.13959 0.35578
C 0.73120 -1.59345 0.42036
C -0.62948 0.49580 0.59144
O -1.59720 -0.16321 0.95159
O -0.45335 1.79828 1.02962
H 1.80288 1.58606 0.86286
H 2.20693 0.15158 1.78737
H 2.70202 0.26780 0.09218
H 1.06991 -1.96494 1.38824
H 1.40668 -1.92281 -0.37323
H -0.23153 -2.01083 0.13335
H -1.21737 1.99155 1.58863
C -2.05705 0.34642 -2.12773
N -0.93759 0.49360 -1.58874
H -2.98857 0.31137 -1.55348
H -2.13623 0.12884 -3.19027
H -0.25305 -0.28404 -1.16643
```

For the HOMO energy, the calculation gives -0.304 Eh. As for the SMILES: CN(C)C(=O)O.C=N.

---

B) ORCA calculation (wB97M-V/def2-TZVPD) on a structure of composition C4H10N2O2.

```
18
Properties=species:S:1:pos:R:3
C -0.20862 -0.55177 1.48630
C -0.19626 -0.58474 0.01549
C -0.52342 0.88902 -0.41461
C 1.12413 -0.96061 -0.60611
H -0.95018 0.73290 1.88526
H -0.81410 -1.70579 1.81107
H 1.15381 -0.50716 1.67217
H -2.02877 -0.76934 -0.28819
H -1.15795 -1.50893 -1.50009
H -0.03341 1.08907 -1.45268
H 0.11942 1.57905 0.33563
H -1.93850 2.23616 -0.69400
H 1.30727 -1.80887 -1.21905
H 2.98368 1.21253 0.06090
N -1.20214 -1.46929 -0.47634
N 2.20694 -0.20687 -0.48874
O -1.88857 1.26921 -0.27752
O 2.04667 1.06544 0.15052
```

For the HOMO energy, the calculation gives -0.351 Eh.

---

Computed energies relative to the best structure, in kJ/mol: A) 0.0; B) 354.7

---

A) ORCA calculation (wB97M-V/def2-TZVPD) on a cluster of 2 separate species, C4H10N2O2 in total.

```
18
Properties=species:S:1:pos:R:3
C -0.09423 -0.49963 2.63992
C -1.16494 -0.67582 1.61572
N -2.41092 -0.97720 2.08193
O -0.94586 -0.84493 0.42556
H 0.79839 -0.27038 2.02028
H 0.19031 -1.44485 3.16458
H -0.24553 0.35056 3.29539
H -3.07711 -1.37993 1.44156
H -2.73612 -0.74643 3.01026
C 2.09247 0.18690 -1.97061
C 0.70566 0.44515 -2.44659
N 0.08392 1.68247 -2.37799
O 0.02723 -0.45265 -2.92560
H 2.46980 -0.81958 -2.23576
H 1.99428 0.40829 -0.84183
H 2.76030 0.83467 -2.48877
H -0.83034 1.89861 -2.76542
H 0.38269 2.30476 -1.64261
```

For the HOMO energy, the calculation gives -0.333 Eh. As for the SMILES: CC(N)=O.CC(N)=O.

---

B) ORCA calculation (wB97M-V/def2-TZVPD) on a structure of composition C4H10N2O2.

```
18
Properties=species:S:1:pos:R:3
C 0.65721 0.63494 1.02879
C 1.68564 1.45761 1.79342
N -0.06460 -0.24597 1.94573
N -0.33554 -1.35542 1.47537
H -0.86362 -1.88214 2.18632
H 1.10937 0.05605 0.21549
H -0.11264 1.27687 0.58714
H 2.17363 2.16450 1.12137
H 2.45276 0.81728 2.23187
H 1.20852 2.01814 2.59762
C -0.72020 0.25280 -2.27067
C -1.34044 -1.66134 -1.45772
O -1.54316 0.36622 -1.27850
O -2.21354 -2.21157 -2.00993
H -0.90844 -1.57821 -0.44924
H -1.13309 0.25502 -3.29258
H 0.26228 0.75296 -2.21433
H -0.31413 -1.11774 -2.21014
```

For the HOMO energy, the calculation gives -0.348 Eh.

---

C) ORCA calculation (wB97M-V/def2-TZVPD) on an isolated molecule of C4H10N2O2.

```
18
Properties=species:S:1:pos:R:3
N 0.01526 0.74440 2.71840
C -0.77542 0.03726 1.76534
O -1.66769 -0.72853 2.14888
C -0.54736 0.18448 0.28446
N -1.61703 -0.58132 -0.41637
C 0.79018 -0.21041 -0.23629
C 1.09623 0.33589 -1.57688
O 0.08146 0.20722 -2.61139
H 0.91808 1.18735 2.32649
H 0.10149 0.28338 3.68464
H -0.74082 1.32955 0.02009
H -2.10713 -1.38438 -0.15439
H -1.33601 -0.89543 -1.34619
H 1.49973 0.20998 0.53099
H 0.84351 -1.41920 -0.29967
H 2.08517 -0.13500 -1.89774
H 1.20208 1.42402 -1.75979
H 0.15827 -0.58928 -3.18056
```

For the HOMO energy, the calculation gives -0.324 Eh. As for the SMILES: NC(=O)[C@H](N)CCO.

---

D) ORCA calculation (wB97M-V/def2-TZVPD) on an isolated molecule of C4H10N2O2.

```
18
Properties=species:S:1:pos:R:3
N -0.32811 1.82333 1.78088
C 0.12489 0.54202 1.69289
O 0.83392 0.04698 2.54494
C -0.30421 -0.19773 0.45330
N -0.58681 -1.57988 0.75827
C 0.80975 -0.01876 -0.62700
C 0.23099 0.14821 -2.01051
O -0.53443 -0.98633 -2.40112
H -0.75714 2.30039 1.00497
H -0.06946 2.37209 2.58539
H -1.23963 0.20927 0.05873
H 0.00456 -2.01740 1.43967
H -1.47850 -1.94988 0.50059
H 1.51808 0.75535 -0.34261
H 1.39201 -0.95171 -0.56956
H 1.00010 0.34166 -2.74967
H -0.48473 0.96874 -2.03083
H -0.13126 -1.80636 -2.08834
```

For the HOMO energy, the calculation gives -0.325 Eh. As for the SMILES: NC(=O)[C@H](N)CCO.

---

Computed energies relative to the best structure, in kJ/mol: A) 0.0; B) 509.3; C) 163.7; D) 17.8

---

A) ORCA calculation (wB97M-V/def2-TZVPD) on a cluster of 2 separate species, C4H10N2O2 in total.

```
18
Properties=species:S:1:pos:R:3
C -1.68003 -0.03337 -2.30604
C -1.65060 1.14292 -1.32589
N -2.83622 1.45057 -0.70820
O -0.62056 1.84990 -0.98794
H -2.18961 -0.95663 -1.95244
H -0.61500 -0.44545 -2.28174
H -1.96365 0.39874 -3.34284
H -3.03396 2.17934 -0.12999
H -3.77079 0.97615 -0.79036
C 2.47328 0.01242 1.86374
C 1.77547 -1.27837 1.38603
N 0.77306 -0.90042 0.50036
O 2.10307 -2.42366 1.76977
H 1.88842 0.83745 1.55344
H 3.32399 0.08173 1.24303
H 2.59222 0.04364 2.95170
H 0.06058 -1.56690 0.13221
H 0.78102 0.12937 0.11026
```

For the HOMO energy, the calculation gives -0.350 Eh. As for the SMILES: CC(N)=O.CC(N)=O.

---

B) ORCA calculation (wB97M-V/def2-TZVPD) on a structure of composition C4H10N2O2.

```
18
Properties=species:S:1:pos:R:3
C 0.83451 -0.48677 1.73164
C -0.64036 -1.84886 0.19002
C 0.05763 -0.52053 0.42782
N 0.81634 0.01035 -0.70069
H 0.88712 -0.60755 -1.50029
H 1.58702 -1.27096 1.72069
H 0.15565 -0.63899 2.56578
H 1.32876 0.47442 1.84038
H -1.32049 -2.05807 1.01139
H -1.21127 -1.80026 -0.73528
H 0.10061 -2.64247 0.12092
C -0.27688 1.02875 -0.83593
N 0.10769 2.39384 -0.78383
O -1.01213 0.79937 -1.98008
O -0.90070 0.60305 0.34730
H -1.80678 1.34544 -1.94737
H 0.71687 2.61914 -1.56056
H 0.57642 2.60009 0.08807
```

For the HOMO energy, the calculation gives -0.349 Eh.

---

Computed energies relative to the best structure, in kJ/mol: A) 27.9; B) 0.0

---

A) ORCA calculation (wB97M-V/def2-TZVPD) on a cluster of 2 separate species, C4H12NO in total.

```
18
Properties=species:S:1:pos:R:3
C 2.63685 -0.46950 -0.58180
N 1.74394 -0.29258 0.63223
H 2.49667 0.41024 -1.22842
H 3.66083 -0.57840 -0.21615
H 2.20815 -1.33579 -1.08715
H 0.83241 -0.11782 0.26333
H 2.06584 0.49347 1.19129
H 1.75430 -1.14450 1.22087
C -0.67397 1.97363 -0.69493
C -0.97404 0.45413 -0.58015
C -1.57905 -0.19212 0.45811
O -1.84447 -1.49092 0.60272
H -1.08009 2.41845 -1.60328
H -1.17992 2.55239 0.02280
H 0.43286 2.13562 -0.61617
H -0.64025 -0.18037 -1.40840
H -1.93469 0.35322 1.33076
H -2.52661 -1.62793 1.27579
```

For the HOMO energy, the calculation gives -0.471 Eh. The net charge is +1.

---

B) ORCA calculation (wB97M-V/def2-TZVPD) on a cluster of 2 separate species, C4H12NO in total.

```
18
Properties=species:S:1:pos:R:3
C 0.55238 -0.38858 1.84967
C 1.09233 -1.43993 -1.43127
C -0.58693 0.20572 1.13153
C -0.15523 0.52149 -0.22478
N -1.42523 0.82790 -1.22191
O 0.86890 1.37357 -0.40551
H 0.15291 -0.98146 2.71064
H 1.00086 -1.05435 1.06343
H 1.33887 0.42933 2.19025
H 1.40307 -0.72940 -2.19588
H 0.32739 -2.20318 -1.56934
H 1.92359 -1.77611 -0.64795
H -1.46873 -0.53842 1.06342
H -0.89746 1.16835 1.64313
H -2.03771 1.46263 -0.78375
H -1.15508 1.08738 -2.18525
H -1.92075 -0.08270 -1.22596
H 0.98680 2.11778 0.23953
```

For the HOMO energy (alpha / beta), the calculation gives -0.477 / -0.485 Eh. The net charge is +1.

---

C) ORCA calculation (wB97M-V/def2-TZVPD) on a cluster of 2 separate species, C4H12NO in total.

```
18
Properties=species:S:1:pos:R:3
C 2.44804 -0.68048 1.20580
O 2.17365 0.71315 1.43030
H 2.98926 -0.76950 0.26890
H 3.00120 -1.12832 2.02684
H 1.51139 -1.24808 1.12170
H 2.10688 0.82155 2.39085
C -2.54079 0.15980 -0.33344
C -1.15478 0.04629 -0.88200
C -0.75395 -0.66316 -1.92606
N -0.17111 0.88560 -0.17154
H -3.18831 -0.56330 -0.81692
H -2.50535 -0.07900 0.73376
H -2.97976 1.14690 -0.47794
H 0.27550 -0.61927 -2.25472
H -1.47909 -1.29822 -2.40469
H -0.13904 0.63368 0.81914
H -0.37132 1.88326 -0.20211
H 0.77757 0.75908 -0.52786
```

For the HOMO energy, the calculation gives -0.540 Eh. The net charge is +1.

---

D) ORCA calculation (wB97M-V/def2-TZVPD) on a cluster of 2 separate species, C4H12NO in total.

```
18
Properties=species:S:1:pos:R:3
C 0.27067 1.21633 0.13592
N -0.26194 0.07673 1.13033
C 0.94530 -0.97402 0.99370
C 1.53177 -0.83807 -0.44868
C 0.78545 0.33610 -1.10293
H 0.96502 1.93746 0.53740
H -0.61265 1.79894 -0.21222
H -0.31700 0.46330 2.07262
H -1.25169 -0.10027 0.94694
H 1.75800 -1.03187 1.78938
H 0.39517 -2.00334 0.93903
H 1.30658 -1.76836 -0.98684
H 2.59829 -0.69735 -0.56473
H 1.39164 1.07582 -1.65582
H -0.08414 -0.16477 -1.55957
H -3.45931 0.88869 -0.84358
H -3.23021 -0.53767 -0.58960
O -2.73092 0.32236 -0.58134
```

For the HOMO energy, the calculation gives -0.579 Eh. The net charge is +1.

---

Computed energies relative to the best structure, in kJ/mol: A) 22.2; B) 335.2; C) 5.1; D) 0.0

---

A) ORCA calculation (wB97M-V/def2-TZVPD) on a cluster of 2 separate species, CH2Cl2O2 in total.

```
7
Properties=species:S:1:pos:R:3
O 1.06337 0.47620 0.91388
C -0.07876 0.60900 0.62939
O -0.57700 0.87835 -0.54478
Cl -1.33081 0.52162 1.87140
H 0.23904 0.87199 -1.21803
Cl 0.96048 -1.76998 -0.63548
H -0.27632 -1.58719 -1.01639
```

For the HOMO energy, the calculation gives -0.406 Eh. As for the SMILES: O=C(O)Cl.Cl.

---

B) ORCA calculation (wB97M-V/def2-TZVPD) on a cluster of 2 separate species, CH2Cl2O2 in total.

```
7
Properties=species:S:1:pos:R:3
O -1.62877 -0.17033 0.49143
C -0.69209 0.43210 0.91160
O 0.52115 0.53763 0.35666
Cl -0.69184 1.28096 2.38057
H 0.41646 0.09953 -0.47724
Cl 0.57909 -1.54322 -1.74372
H 1.49601 -0.63666 -1.91929
```

For the HOMO energy, the calculation gives -0.412 Eh. As for the SMILES: O=C(O)Cl.Cl.

---

C) ORCA calculation (wB97M-V/def2-TZVPD) on a cluster of 2 separate species, CH2Cl2O2 in total.

```
7
Properties=species:S:1:pos:R:3
C 0.92490 -0.92650 -0.00834
O -0.92272 1.44534 -0.09163
O -0.94619 0.47943 0.90849
Cl 1.26693 0.37298 -1.01768
Cl 0.20402 -2.35061 -0.53591
H 1.31811 -0.66087 1.01018
H -1.84506 1.64022 -0.26511
```

For the HOMO energy (alpha / beta), the calculation gives -0.388 / -0.292 Eh.

---

Computed energies relative to the best structure, in kJ/mol: A) 27.4; B) 0.0; C) 624.1

---

A) ORCA calculation (wB97M-V/def2-TZVPD) on the ion C6H9N2 with charge +1.

```
17
Properties=species:S:1:pos:R:3
C -0.85280 0.85481 -0.47233
C 1.22404 1.56468 0.43675
C -0.56872 -0.49932 -0.33321
C 0.89640 -0.38163 1.75637
C 0.30222 -1.08888 0.60842
C -1.09178 -1.36949 -1.38266
N 1.66317 0.53279 0.94048
N -0.17831 1.85174 0.05953
H -1.72576 1.26166 -1.14615
H 1.77870 2.28064 -0.07025
H 0.23864 0.20402 2.32331
H 1.56333 -0.93216 2.40598
H 0.68594 -2.04118 0.37031
H -2.20630 -1.42604 -1.44700
H -0.87591 -2.44911 -1.33992
H -0.64344 -1.08401 -2.34795
H -0.20942 2.72148 -0.36168
```

The expectation value of S² is 2.0075. For the HOMO energy (alpha / beta), the calculation gives -0.433 / -0.533 Eh. The net charge is +1. Its spin multiplicity is 3.

---

B) ORCA calculation (wB97M-V/def2-TZVPD) on the ion C6H9N2 with charge +1.

```
17
Properties=species:S:1:pos:R:3
C -1.27654 -0.06621 0.09740
C -0.72355 -1.52993 -0.09969
C 1.18387 0.47072 -0.13992
C -0.24993 0.76296 -0.56241
C -2.57546 0.52872 0.31240
C 0.68424 -1.90843 -0.15703
N 1.53040 -0.76388 0.00654
N 1.90686 1.46511 0.32451
H -2.58357 1.60980 0.43900
H -1.56147 -2.24861 0.02397
H -0.39014 1.84299 -0.53505
H -0.32466 0.36442 -1.63518
H -3.40207 -0.04906 0.51085
H 1.17936 -2.91484 -0.19264
H 2.44972 -1.08403 0.13282
H 1.38683 2.34216 0.59519
H 2.76608 1.17812 0.87923
```

The expectation value of S² is 2.0464. For the HOMO energy (alpha / beta), the calculation gives -0.380 / -0.496 Eh. The net charge is +1. Its spin multiplicity is 3.

---

Computed energies relative to the best structure, in kJ/mol: A) 48.2; B) 0.0